51
Properties=species:S:1:pos:R:3 method="wB97M-V/def2-TZVPD" smiles="CCCN(C(=O)CSc1nc2ccccc2n1CC)[C@@H]1CCS(=O)(=O)C1"
C -0.4541 4.5475 -1.0925
C -0.7996 3.3579 -1.9793
C -0.6210 1.9838 -1.3154
N 0.7597 1.6514 -1.0032
C 1.3685 1.8493 0.1943
O 2.4940 1.4401 0.4184
C 0.6434 2.6256 1.2816
S 0.7409 1.6695 2.8260
C -0.1757 0.2822 2.3242
N -0.7632 0.1705 1.1635
C -1.3665 -1.0660 1.1848
C -2.1203 -1.7111 0.2111
C -2.5943 -2.9721 0.5103
C -2.3353 -3.5826 1.7376
C -1.5884 -2.9559 2.7167
C -1.1065 -1.6913 2.4261
N -0.3491 -0.7924 3.1444
C 0.2474 -0.9848 4.4388
C 1.6248 -1.6324 4.3223
C 1.4336 0.6878 -1.8717
C 1.3575 1.0510 -3.3718
C 1.3627 -0.2228 -4.1872
S 0.1513 -1.1923 -3.2365
O -1.1487 -0.5936 -3.3925
O 0.2619 -2.6032 -3.4778
C 0.8652 -0.7176 -1.6432
H -0.5893 5.4722 -1.6491
H 0.5821 4.4959 -0.7683
H -1.0981 4.5869 -0.2176
H -1.8440 3.4316 -2.2885
H -0.1849 3.4170 -2.8784
H -1.2285 1.9163 -0.4124
H -1.0004 1.2165 -1.9953
H 1.1865 3.5462 1.4949
H -0.4015 2.8332 1.0878
H -2.3204 -1.2446 -0.7410
H -3.1784 -3.5029 -0.2257
H -2.7263 -4.5713 1.9256
H -1.3884 -3.4356 3.6631
H -0.4230 -1.6133 5.0314
H 0.3329 -0.0064 4.9210
H 1.5472 -2.6021 3.8355
H 2.2857 -0.9991 3.7354
H 2.0562 -1.7676 5.3100
H 2.4819 0.7036 -1.5540
H 0.4194 1.5595 -3.5843
H 2.1807 1.7157 -3.6355
H 1.0325 -0.0836 -5.2103
H 2.3040 -0.7625 -4.1544
H 1.6304 -1.4534 -1.4200
H 0.1060 -0.7269 -0.8682

***

50
Properties=species:S:1:pos:R:3 method="wB97M-V/def2-TZVPD" smiles="COc1ccc(C2=NO[C@@H](C(=O)NCCCN3CCOCC3)C2)cc1"
C 4.3928 4.2357 -2.2833
O 3.1073 3.9809 -2.7989
C 2.4795 2.8311 -2.4468
C 3.0075 1.8568 -1.6014
C 2.2752 0.7251 -1.3110
C 1.0012 0.5315 -1.8483
C 0.2444 -0.6539 -1.5115
N 0.6823 -1.5422 -0.7057
O -0.2179 -2.5541 -0.5340
C -1.3918 -2.3186 -1.3302
C -2.6596 -2.2975 -0.4666
O -3.7470 -2.5329 -0.9559
N -2.4539 -1.9789 0.8161
C -3.5116 -1.9995 1.7973
C -3.3952 -0.8302 2.7707
C -2.0982 -0.8833 3.5818
N -0.9290 -0.5347 2.7828
C 0.3023 -1.0724 3.3469
C 1.4799 -0.7069 2.4421
O 1.6027 0.6930 2.3033
C 0.4201 1.2285 1.7628
C -0.7895 0.9075 2.6392
C -1.1413 -0.9724 -2.0303
C 0.4786 1.5109 -2.6974
C 1.2065 2.6406 -2.9915
H 5.1108 3.4732 -2.6011
H 4.3826 4.2941 -1.1905
H 4.6877 5.2004 -2.6930
H 3.9858 1.9722 -1.1634
H 2.6805 -0.0282 -0.6548
H -1.4902 -3.1444 -2.0435
H -1.5266 -1.7639 1.1683
H -3.4739 -2.9438 2.3561
H -4.4591 -1.9627 1.2528
H -4.2394 -0.8712 3.4605
H -3.4570 0.1083 2.2201
H -2.1850 -0.2191 4.4589
H -1.9623 -1.9030 3.9524
H 0.2198 -2.1599 3.4073
H 0.4850 -0.6719 4.3595
H 2.4171 -1.0535 2.8803
H 1.3413 -1.1675 1.4541
H 0.5698 2.3079 1.6983
H 0.2554 0.8258 0.7543
H -1.6872 1.3147 2.1715
H -0.6583 1.3884 3.6254
H -1.8644 -0.2126 -1.7254
H -1.1581 -1.0550 -3.1167
H -0.5032 1.3884 -3.1286
H 0.8121 3.4022 -3.6455

***

| no. | lowest unoccupied orbital energy (eV) | gap between HOMO and LUMO (eV) |
| --- | --- | --- |
| 1 | 0.6 | 8.71 |
| 2 | 0.7 | 8.91 |